Molecular formula: C5H8N2
Method: DFT, wB97M-V/def2-TZVPD

Bonds (Å) are listed after each position.
Atoms and positions in Å:
1 C -2.01013 0.14684 0.10678  C2 1.511, H8 1.094, H9 1.095, H10 1.095
2 C -0.75236 -0.39873 -0.52848  C1 1.511, C3 1.519, N6 1.411, H11 1.099
3 C 0.40686 0.50544 -0.91188  C2 1.519, C4 1.456, N6 1.406, H12 1.097
4 C 0.53658 1.90733 -0.54220  C3 1.456, N5 1.157
5 N 0.78308 2.94292 -0.08810  C4 1.157
6 N 0.43610 -0.31796 0.22700  C2 1.411, C3 1.406, C7 1.432
7 C 1.57295 -0.88443 0.88825  N6 1.432, H13 1.095, H14 1.089, H15 1.097
8 H -1.73713 0.92360 0.82666  C1 1.094
9 H -2.68503 0.57413 -0.64185  C1 1.095
10 H -2.54533 -0.64634 0.63919  C1 1.095
11 H -0.90947 -1.21473 -1.24704  C2 1.099
12 H 0.95188 0.22293 -1.82056  C3 1.097
13 H 2.41288 -0.99470 0.19391  C7 1.095
14 H 1.36842 -1.83737 1.37511  C7 1.089
15 H 1.86892 -0.17381 1.66953  C7 1.097

Calculated values
Max |F| (hartree/bohr): 0.021
Gap between HOMO and LUMO (eV): 9.91
E_HOMO (eV): -9.05
ΔE to the lowest compared entry with this formula, charge and spin (kJ/mol): 229.56
Spin multiplicity: 1
SMILES: C[C@H]1[C@@H](C#N)N1C
E_tot (a.u.): -304.74806

Atom charges from the natural (NBO) analysis, given in e for atoms 1 to 4: -0.63 0.02 -0.18 0.27